[1]
This record from OMol25 describes C27H42N2O8SSiSm as an isolated structure at a distorted geometry. The level of theory is wB97M-V/def2-TZVPD.

LUMO energy (spin up / spin down): -3.32 / -3.31 eV
Total energy: -3110.87829 hartree
Relative energy (zero: lowest compared OMol25 entry of this formula, charge and spin): 0.000 eV
E_HOMO (spin up / spin down): -9.107 / -9.106 eV
Maximum force: 3.70 eV/Å
Expectation value of S²: 8.76
HOMO-LUMO gap (spin up / spin down): 5.79 / 5.80 eV

Geometry as ORCA input:
```
! wB97M-V def2-TZVPD RIJCOSX def2/J DEFGRID3
* xyz 1 6
Sm 0.130 -0.039 1.534
C 3.419 0.198 3.082
C 3.000 1.622 3.141
O 1.599 1.786 2.871
C 1.217 3.078 3.443
C -0.285 3.151 3.454
O -0.773 2.614 2.184
C -2.213 2.500 2.138
C -2.590 1.916 0.797
O -2.113 0.524 0.715
C -3.229 -0.359 0.890
C -2.753 -1.730 1.334
O -1.327 -1.894 1.328
C -0.892 -3.309 1.416
C 0.323 -3.437 0.542
O 1.224 -2.272 0.711
C 2.615 -2.564 0.906
C 3.190 -1.845 2.125
O 2.850 -0.462 1.922
H 3.112 -0.381 3.954
H 4.499 0.153 3.014
H 3.592 2.236 2.463
H 3.180 1.978 4.199
H 1.723 3.859 2.862
H 1.599 3.110 4.466
H -0.636 4.187 3.516
H -0.707 2.623 4.322
H -2.608 3.543 2.235
H -2.553 1.843 2.968
H -2.099 2.401 -0.053
H -3.669 1.926 0.621
H -3.780 -0.498 -0.029
H -3.923 0.033 1.672
H -3.216 -2.531 0.683
H -3.071 -1.922 2.357
H -1.670 -3.939 1.008
H -0.749 -3.467 2.464
H -0.008 -3.413 -0.553
H 0.883 -4.400 0.650
H 3.076 -2.298 -0.041
H 2.730 -3.649 0.947
H 4.276 -2.007 2.120
H 2.710 -2.184 3.083
C 3.021 2.535 -0.601
Si 1.227 2.451 -1.224
C 0.509 3.997 -0.438
C 1.122 2.752 -3.054
N 0.555 0.836 -0.770
C 0.734 -0.011 -1.795
C 2.056 -0.446 -2.239
C 2.256 -0.859 -3.565
C 1.197 -0.951 -4.464
C -0.124 -0.699 -3.997
C -0.417 -0.440 -2.658
O -1.673 -0.597 -2.139
C -2.482 -1.612 -2.694
C -3.748 -1.198 -3.025
C -4.476 -2.033 -3.833
C -3.946 -3.240 -4.328
C -2.714 -3.666 -3.905
C -1.962 -2.854 -3.008
H 3.232 3.591 -0.442
H 3.694 2.089 -1.323
H 3.083 2.005 0.310
H -0.414 4.318 -0.958
H 1.123 4.882 -0.714
H 0.388 3.991 0.649
H 1.607 3.709 -3.319
H 0.055 2.756 -3.311
H 1.635 1.943 -3.545
H 2.864 -0.385 -1.527
H 3.237 -1.236 -3.961
H 1.341 -1.367 -5.463
H -0.914 -0.759 -4.748
H -4.164 -0.257 -2.702
H -5.456 -1.727 -4.132
H -4.584 -3.870 -4.921
H -2.271 -4.547 -4.301
H -0.901 -3.110 -2.804
O 0.677 -1.794 3.544
S -0.425 -1.036 4.335
N -1.024 0.162 3.611
*
```

***

[2]
This record from OMol25 describes one molecule with the formula C9H13NO2S at a distorted geometry. The level of theory is wB97M-V/def2-TZVPD.

LUMO energy (spin up / spin down): -0.82 / -0.82 eV
Total energy: -953.87578 hartree
Relative energy (zero: lowest compared OMol25 entry of this formula, charge and spin): 8.418 eV
E_HOMO (spin up / spin down): -8.141 / -8.141 eV
Maximum force: 6.69 eV/Å
HOMO-LUMO gap (spin up / spin down): 7.32 / 7.32 eV

Geometry as ORCA input:
```
! wB97M-V def2-TZVPD RIJCOSX def2/J DEFGRID3
* xyz 0 1
C -1.376 2.351 0.027
C -2.070 1.168 0.118
C -1.410 -0.022 0.171
C 0.570 0.628 -0.001
C -3.564 1.188 -0.037
C 1.612 -1.156 -1.398
C 1.459 -1.239 1.189
C 3.058 0.382 0.208
C 1.761 -0.248 -0.079
N -1.742 -1.334 -0.024
O -2.947 -1.559 0.004
O -0.856 -2.105 -0.399
S 0.327 2.248 -0.175
H -1.874 3.339 0.202
H -4.036 0.215 0.106
H -3.886 1.865 0.829
H -3.801 1.675 -1.002
H 2.323 -2.009 -1.417
H 0.596 -1.631 -1.285
H 1.578 -0.550 -2.319
H 2.204 -2.019 1.081
H 1.226 -0.701 2.077
H 0.560 -1.840 1.032
H 3.050 0.802 1.262
H 3.846 -0.490 0.394
H 3.391 1.042 -0.564
*
```

***

[3]
This record from OMol25 describes one molecule with the formula C3H7N2P at a distorted geometry. The level of theory is wB97M-V/def2-TZVPD.

LUMO energy (spin up / spin down): 0.02 / 0.02 eV
Total energy: -569.23149 hartree
Relative energy (zero: lowest compared OMol25 entry of this formula, charge and spin): 1.634 eV
E_HOMO (spin up / spin down): -8.327 / -8.326 eV
Maximum force: 5.73 eV/Å
HOMO-LUMO gap (spin up / spin down): 8.35 / 8.34 eV
SMILES string: PN1CCC=N1

Geometry as ORCA input:
```
! wB97M-V def2-TZVPD RIJCOSX def2/J DEFGRID3
* xyz 0 1
C 0.931 0.005 -1.291
C 0.418 -1.320 -0.773
C -0.499 -0.666 0.293
N 0.917 0.962 -0.473
N 0.231 0.611 0.576
P -1.335 1.986 0.959
H 1.819 -0.084 -1.882
H -0.088 -1.832 -1.601
H 1.295 -1.927 -0.421
H -1.526 -0.526 -0.042
H -0.481 -1.357 1.199
H -0.429 2.920 1.485
H -1.252 1.228 1.971
*
```

***

Repeat the third record exactly.
This record from OMol25 describes one molecule with the formula C3H7N2P at a distorted geometry. The level of theory is wB97M-V/def2-TZVPD.

LUMO energy (spin up / spin down): 0.02 / 0.02 eV
Total energy: -569.23149 hartree
Relative energy (zero: lowest compared OMol25 entry of this formula, charge and spin): 1.634 eV
E_HOMO (spin up / spin down): -8.327 / -8.326 eV
Maximum force: 5.73 eV/Å
HOMO-LUMO gap (spin up / spin down): 8.35 / 8.34 eV
SMILES string: PN1CCC=N1

Geometry as ORCA input:
```
! wB97M-V def2-TZVPD RIJCOSX def2/J DEFGRID3
* xyz 0 1
C 0.931 0.005 -1.291
C 0.418 -1.320 -0.773
C -0.499 -0.666 0.293
N 0.917 0.962 -0.473
N 0.231 0.611 0.576
P -1.335 1.986 0.959
H 1.819 -0.084 -1.882
H -0.088 -1.832 -1.601
H 1.295 -1.927 -0.421
H -1.526 -0.526 -0.042
H -0.481 -1.357 1.199
H -0.429 2.920 1.485
H -1.252 1.228 1.971
*
```

***

> Look up the relative energy (zero: lowest compared OMol25 entry of this formula, charge and spin) of the first one.

0.000 eV

***

Copy entry 2 word for word.
This record from OMol25 describes one molecule with the formula C9H13NO2S at a distorted geometry. The level of theory is wB97M-V/def2-TZVPD.

LUMO energy (spin up / spin down): -0.82 / -0.82 eV
Total energy: -953.87578 hartree
Relative energy (zero: lowest compared OMol25 entry of this formula, charge and spin): 8.418 eV
E_HOMO (spin up / spin down): -8.141 / -8.141 eV
Maximum force: 6.69 eV/Å
HOMO-LUMO gap (spin up / spin down): 7.32 / 7.32 eV

Geometry as ORCA input:
```
! wB97M-V def2-TZVPD RIJCOSX def2/J DEFGRID3
* xyz 0 1
C -1.376 2.351 0.027
C -2.070 1.168 0.118
C -1.410 -0.022 0.171
C 0.570 0.628 -0.001
C -3.564 1.188 -0.037
C 1.612 -1.156 -1.398
C 1.459 -1.239 1.189
C 3.058 0.382 0.208
C 1.761 -0.248 -0.079
N -1.742 -1.334 -0.024
O -2.947 -1.559 0.004
O -0.856 -2.105 -0.399
S 0.327 2.248 -0.175
H -1.874 3.339 0.202
H -4.036 0.215 0.106
H -3.886 1.865 0.829
H -3.801 1.675 -1.002
H 2.323 -2.009 -1.417
H 0.596 -1.631 -1.285
H 1.578 -0.550 -2.319
H 2.204 -2.019 1.081
H 1.226 -0.701 2.077
H 0.560 -1.840 1.032
H 3.050 0.802 1.262
H 3.846 -0.490 0.394
H 3.391 1.042 -0.564
*
```

***

> Which formula does entry 2 have?

C9H13NO2S